(1)
56
Properties=species:S:1:pos:R:3:forces:R:3:nbo_charge:R:1 method="wB97M-V/def2-TZVPD" charge=+1
C 1.969372 4.136610 2.535818 0.47 0.13 -0.56 -0.6237
C 0.880768 4.293386 1.439956 0.37 -0.12 1.14 -0.4696
C 0.202146 2.984061 1.049423 -1.05 2.09 -1.62 0.3864
F -0.419618 2.480365 2.147358 0.78 -0.78 -0.17 -0.3287
N 1.061143 1.978377 0.382799 0.06 -0.82 0.24 -0.4482
C 1.483422 0.784488 1.120387 0.32 -0.53 0.70 -0.2382
C 3.049690 0.865322 1.161272 -1.50 -0.10 -1.02 -0.2385
N 3.233040 2.129959 0.433424 2.06 -0.23 -1.07 -0.5004
C 2.176325 2.433536 -0.286079 -1.04 -0.45 1.78 0.7664
N 2.161288 3.036465 -1.480021 0.09 1.38 -0.20 -0.8918
H 1.777311 4.791474 3.383422 -0.13 -0.26 0.08 0.2419
H 2.080175 3.101551 2.868544 -0.22 0.13 0.21 0.1996
H 2.955547 4.430855 2.163002 -0.12 -0.03 -0.03 0.2108
H 0.091455 4.909219 1.878764 -0.12 -0.09 -0.31 0.2536
H 1.249076 4.856019 0.577694 -0.08 -0.28 -0.09 0.2144
H -0.586807 3.250647 0.336962 0.00 -0.25 0.07 0.1829
H 1.127862 -0.054099 0.520565 0.28 -0.18 0.27 0.2216
H 1.130345 0.638237 2.140056 -0.54 0.58 -0.22 0.2482
H 3.511745 0.792289 2.138252 0.10 0.23 -0.08 0.2415
H 3.335902 0.083917 0.455722 0.80 -0.05 0.54 0.2224
H 4.143884 2.322701 0.028190 -0.05 -0.13 -0.01 0.4258
H 1.946609 2.493060 -2.311063 -0.67 -0.22 -0.05 0.4759
H 2.416759 4.007051 -1.588700 0.39 -0.25 -0.09 0.4346
N -3.696161 2.912798 4.324536 0.00 -0.17 0.08 -0.4184
C -2.784375 2.016880 3.944211 -0.13 0.13 0.04 0.0154
C -2.722753 0.723291 4.439396 -0.04 0.05 0.02 -0.2579
C -3.657975 0.337273 5.386087 0.00 -0.11 0.05 -0.1705
C -4.611896 1.253502 5.795356 0.04 -0.02 -0.03 -0.2557
C -4.587767 2.521740 5.234527 0.00 0.17 -0.08 0.0384
H -2.075765 2.364818 3.207766 -0.17 -0.09 0.12 0.1963
H -1.961704 0.036480 4.092554 0.00 0.01 -0.01 0.2076
H -3.643671 -0.663719 5.798856 -0.01 0.01 0.00 0.2190
H -5.358815 0.992153 6.532206 -0.01 0.02 -0.01 0.2258
H -5.317331 3.270620 5.522357 -0.02 -0.05 0.05 0.1975
N 1.194730 0.566522 -3.645320 0.09 0.06 0.25 -0.4830
C 0.696154 0.483335 -4.879814 0.05 0.25 0.04 0.0378
C 0.249588 -0.698377 -5.448241 0.05 -0.05 0.10 -0.2473
C 0.326665 -1.860444 -4.698365 -0.03 -0.05 -0.16 -0.1442
C 0.842919 -1.796684 -3.414913 0.09 0.06 0.10 -0.2399
C 1.258232 -0.566316 -2.939300 0.01 0.18 -0.08 0.0207
H 0.657407 1.415828 -5.431104 -0.03 -0.04 -0.05 0.1982
H -0.148363 -0.706880 -6.453243 0.01 0.03 0.00 0.2320
H -0.011434 -2.804268 -5.104500 -0.05 0.00 0.09 0.2403
H 0.918070 -2.682159 -2.800371 -0.06 0.00 -0.02 0.2379
H 1.666468 -0.468841 -1.936150 0.00 -0.10 0.01 0.1581
N -0.751998 -4.669833 -3.267663 0.07 -0.25 0.09 -0.4482
C 0.108693 -5.612769 -3.657345 -0.04 0.17 -0.05 0.0273
C 0.154193 -6.887409 -3.116234 0.00 0.01 0.01 -0.2547
C -0.742050 -7.204095 -2.109057 -0.01 -0.09 0.05 -0.1591
C -1.643188 -6.240368 -1.687503 0.03 -0.01 -0.02 -0.2558
C -1.607429 -4.996693 -2.297514 -0.02 0.18 -0.08 0.0333
H 0.794265 -5.320291 -4.446629 0.03 -0.08 0.00 0.1903
H 0.872617 -7.611729 -3.474613 0.00 0.02 -0.02 0.2273
H -0.738758 -8.188741 -1.659140 0.00 0.01 -0.01 0.2243
H -2.358907 -6.448114 -0.904051 -0.01 0.02 -0.02 0.2260
H -2.297098 -4.213001 -2.002531 -0.03 -0.05 0.04 0.1939

(2)
11
Properties=species:S:1:pos:R:3:forces:R:3:nbo_charge:R:1 method="wB97M-V/def2-TZVPD" de_lowest_kcal_mol=143.0 charge=0
C -0.729423 -1.102662 -0.153989 -0.94 0.02 0.23 -0.1683
N 1.254520 -0.057019 0.834942 0.24 0.73 0.32 -0.2163
N -0.810089 -0.002744 -0.918441 0.89 -0.70 0.12 -0.3143
C 1.176312 0.758757 -0.226012 -0.35 -0.50 0.00 0.1121
O 0.335217 0.290430 1.876842 -0.21 -0.51 -0.64 -0.5652
N 0.137968 0.946467 -1.025413 -0.26 0.78 0.35 -0.3087
H -0.169450 1.073400 1.600454 0.06 -0.06 -0.09 0.4499
H -1.355708 -0.040104 -1.772581 0.14 -0.08 0.14 0.4016
H -1.226773 -1.974682 -0.566551 -0.05 0.09 -0.30 0.1824
H -0.711938 -1.110942 0.921930 0.46 0.43 0.04 0.2299
H 2.099364 1.219100 -0.571181 0.01 -0.20 -0.19 0.1970

| no. | DFT total energy (hartree) |
| --- | --- |
| 1 | -1245.12707 |
| 2 | -318.52255 |